Computed, not measured: a structure of composition C23H25AuN6O2S2 at a distorted geometry, with the ωB97M-V functional and the def2-TZVPD basis.

Summary:
**E**: -62652.6141 eV
**Multiplicity**: 3
**Relative energy (zero: lowest compared OMol25 entry of this formula, charge and spin)**: 18.2 kcal/mol
**Frontier orbital gap (spin up / spin down)**: 7.8 / 5.7 eV
**Molecular weight**: 678.59 g mol⁻¹

Element x y z (Å)
Au  1.419  0.475  -0.701
O  1.830  1.748  2.969
C  2.224  0.888  2.192
O  1.531  0.183  1.405
C  3.730  0.627  2.229
C  4.306  0.402  3.469
C  5.681  0.319  3.613
C  6.495  0.461  2.497
C  5.937  0.666  1.256
C  4.545  0.742  1.096
S  3.986  1.022  -0.520
H  3.660  0.320  4.329
H  6.115  0.162  4.589
H  7.569  0.416  2.599
H  6.555  0.752  0.374
N  1.289  0.749  -3.788
C  1.397  0.596  -2.656
S  -3.362  -4.071  1.209
C  -2.067  -3.027  0.534
C  -2.379  -2.027  -0.374
C  -1.342  -1.268  -0.885
N  -0.075  -1.470  -0.559
C  0.218  -2.415  0.318
C  -0.745  -3.226  0.897
C  -3.237  -5.271  -0.126
C  -4.027  -5.140  -1.254
C  -3.868  -6.080  -2.263
N  -3.009  -7.080  -2.197
C  -2.256  -7.187  -1.118
C  -2.325  -6.309  -0.046
H  -3.401  -1.851  -0.671
H  -1.523  -0.470  -1.590
H  1.263  -2.538  0.562
H  -0.474  -3.991  1.608
H  -4.746  -4.342  -1.341
H  -4.461  -6.029  -3.165
H  -1.566  -8.019  -1.109
H  -1.700  -6.436  0.822
C  -0.784  2.401  1.539
N  -0.956  3.402  0.519
C  -0.951  4.769  0.978
C  -0.845  3.073  -0.782
N  -0.528  1.869  -1.137
N  -1.115  4.099  -1.699
C  -0.474  4.012  -2.997
C  -2.490  4.548  -1.783
H  -1.515  2.557  2.331
H  0.215  2.449  1.985
H  -0.909  1.414  1.104
H  -0.196  4.886  1.759
H  -1.922  5.049  1.398
H  -0.708  5.443  0.158
H  -0.574  1.734  -2.140
H  0.542  3.638  -2.882
H  -0.426  5.017  -3.419
H  -1.008  3.368  -3.708
H  -2.954  4.539  -0.801
H  -3.075  3.898  -2.448
H  -2.518  5.561  -2.184

Cartesian forces (eV/Å) of the 3 atoms listed first:
Au 0.66 0.01 0.74
O 0.07 -0.26 0.07
C 1.05 0.67 0.78


Computed, not measured: a cluster of 11 separate species, C26H74ClN5O11PS10 in total at a distorted geometry, with the ωB97M-V functional and the def2-TZVPD basis.

Summary:
**Total charge**: +1
**E**: -188287.5466 eV
**Multiplicity**: 1
**Frontier orbital gap**: 8.0 eV
**Molecular weight**: 1020.00 g mol⁻¹

Element x y z (Å)
C  5.851  2.812  0.314
C  5.560  1.571  -0.532
C  4.893  0.425  0.271
C  3.958  -0.381  -0.643
N  2.540  -0.092  -0.458
N  1.608  -1.067  -0.706
C  0.404  -0.502  -0.485
N  -0.765  -1.198  -0.641
N  0.530  0.753  -0.112
C  1.850  1.006  -0.120
N  2.379  2.210  0.167
P  1.361  3.589  0.567
O  0.368  3.647  -0.709
Cl  0.195  2.972  2.156
H  5.016  3.118  0.950
H  6.664  2.566  0.992
H  6.130  3.649  -0.311
H  6.486  1.229  -0.986
H  4.906  1.844  -1.364
H  5.697  -0.247  0.545
H  4.396  0.811  1.155
H  4.255  -0.300  -1.685
H  4.089  -1.434  -0.395
H  1.876  -1.995  -0.984
H  -1.338  -0.672  -1.296
H  -0.547  -2.051  -1.157
H  3.365  2.418  0.128
H  -0.535  3.415  -0.451
C  -3.723  5.808  4.851
S  -1.989  5.977  5.301
O  -1.842  7.277  5.998
C  -1.386  6.205  3.621
H  -4.298  5.695  5.767
H  -4.052  6.699  4.317
H  -3.851  4.922  4.229
H  -1.871  7.070  3.169
H  -1.589  5.308  3.037
H  -0.311  6.373  3.669
C  8.358  6.873  -2.060
S  8.520  6.498  -0.313
O  7.589  5.365  -0.015
C  7.738  7.997  0.280
H  8.756  6.037  -2.629
H  7.309  7.019  -2.312
H  8.926  7.771  -2.293
H  6.727  8.068  -0.123
H  8.324  8.862  -0.024
H  7.696  7.954  1.366
C  -6.035  -2.171  0.061
S  -4.309  -2.131  -0.430
O  -4.131  -2.980  -1.646
C  -3.723  -3.091  0.961
H  -6.619  -1.658  -0.701
H  -6.367  -3.204  0.150
H  -6.147  -1.657  1.015
H  -4.221  -4.052  0.981
H  -3.924  -2.546  1.882
H  -2.648  -3.232  0.848
C  -5.205  -6.162  4.997
S  -4.229  -5.783  3.548
O  -5.100  -4.983  2.623
C  -4.186  -7.465  2.928
H  -5.401  -5.236  5.535
H  -6.145  -6.615  4.694
H  -4.652  -6.843  5.638
H  -5.201  -7.826  2.767
H  -3.668  -8.099  3.648
H  -3.646  -7.471  1.983
C  -8.294  -8.760  0.276
S  -7.269  -10.173  0.680
O  -6.145  -9.655  1.512
C  -6.625  -10.419  -0.976
H  -8.769  -8.409  1.191
H  -7.672  -7.973  -0.144
H  -9.059  -9.055  -0.442
H  -6.129  -9.510  -1.314
H  -7.445  -10.672  -1.648
H  -5.913  -11.242  -0.940
C  -6.287  -6.299  -4.648
S  -6.183  -6.642  -2.887
O  -7.332  -7.526  -2.544
C  -6.608  -4.988  -2.342
H  -6.092  -7.226  -5.184
H  -7.285  -5.936  -4.893
H  -5.534  -5.557  -4.915
H  -7.586  -4.713  -2.739
H  -5.843  -4.287  -2.676
H  -6.640  -4.995  -1.255
C  -2.792  -1.717  -4.261
S  -1.586  -2.963  -3.822
O  -0.644  -2.329  -2.834
C  -0.738  -2.988  -5.405
H  -3.403  -1.527  -3.382
H  -2.281  -0.804  -4.573
H  -3.420  -2.094  -5.068
H  -0.362  -1.992  -5.639
H  -1.432  -3.323  -6.175
H  0.093  -3.686  -5.334
C  10.672  7.234  -6.129
S  9.358  8.408  -5.777
O  8.358  7.705  -4.929
C  8.696  8.455  -7.447
H  11.197  7.026  -5.198
H  10.245  6.312  -6.523
H  11.365  7.670  -6.848
H  8.401  7.451  -7.752
H  9.452  8.853  -8.124
H  7.827  9.109  -7.446
C  9.068  13.691  0.879
S  9.313  12.128  0.029
O  8.294  11.180  0.557
C  10.873  11.724  0.824
H  8.114  14.104  0.558
H  9.052  13.524  1.956
H  9.871  14.378  0.612
H  10.737  11.689  1.904
H  11.619  12.472  0.558
H  11.193  10.748  0.463
C  -7.762  -9.762  8.204
S  -6.858  -9.491  6.676
O  -6.340  -8.095  6.716
C  -8.295  -9.488  5.598
H  -7.047  -9.757  9.024
H  -8.490  -8.964  8.347
H  -8.262  -10.730  8.162
H  -8.988  -8.707  5.911
H  -8.778  -10.465  5.637
H  -7.952  -9.293  4.583

Cartesian forces (eV/Å) of the 3 atoms listed first:
C 0.07 -0.57 -0.08
C -0.69 0.48 0.40
C 0.60 0.28 -1.41


Computed, not measured: a structure of composition C25H17F4HfN3O6S at a distorted geometry, with the ωB97M-V functional and the def2-TZVPD basis.

Summary:
**E**: -65974.0982 eV
**Multiplicity**: 1
**Relative energy (zero: lowest compared OMol25 entry of this formula, charge and spin)**: 10.8 kcal/mol
**Frontier orbital gap**: 8.5 eV
**Molecular weight**: 741.98 g mol⁻¹

Element x y z (Å)
Hf  -0.253  0.425  0.628
C  3.726  5.889  -3.310
C  3.590  5.969  -1.797
C  4.854  6.426  -1.089
C  5.964  5.400  -1.250
C  5.488  4.050  -0.781
C  6.370  3.108  -0.312
C  5.910  1.878  0.155
F  6.824  1.001  0.610
C  4.589  1.554  0.175
C  3.668  2.486  -0.329
C  2.253  2.138  -0.375
O  1.886  1.014  0.063
C  1.376  3.117  -0.916
C  1.879  4.326  -1.293
N  3.176  4.651  -1.256
C  4.112  3.730  -0.793
C  -0.109  2.905  -0.966
O  -0.869  3.838  -0.878
O  -0.427  1.625  -1.052
H  4.092  6.838  -3.704
H  2.765  5.675  -3.778
H  4.419  5.100  -3.606
H  2.779  6.653  -1.541
H  4.636  6.564  -0.027
H  5.149  7.395  -1.492
H  6.844  5.693  -0.678
H  6.277  5.342  -2.296
H  7.432  3.318  -0.284
H  4.240  0.613  0.575
H  1.205  5.099  -1.645
O  -2.643  -2.717  0.379
C  -1.669  -2.042  0.183
O  -1.638  -0.783  -0.200
C  -0.275  -2.628  0.338
C  -0.154  -3.952  0.800
C  1.096  -4.469  0.905
C  2.208  -3.702  0.479
C  3.524  -4.224  0.487
C  4.564  -3.488  0.006
C  4.326  -2.201  -0.529
C  3.070  -1.667  -0.532
C  1.986  -2.395  0.007
N  0.722  -1.845  0.002
H  -1.053  -4.484  1.070
H  1.258  -5.472  1.283
H  3.683  -5.225  0.870
H  5.568  -3.892  0.010
H  5.149  -1.635  -0.948
H  2.871  -0.698  -0.956
O  0.203  2.330  1.747
S  -1.287  2.619  1.931
N  -2.050  1.439  1.484
F  1.313  -1.633  2.818
C  0.754  -0.450  2.551
F  -0.734  -0.752  2.614
F  0.961  0.295  3.641

Cartesian forces (eV/Å) of the 3 atoms listed first:
Hf 1.50 -0.84 -0.89
C 0.03 -0.01 -0.07
C -0.07 -0.15 0.08


Computed, not measured: a structure of composition C30H62F2NO24P4S2V at a distorted geometry, with the ωB97M-V functional and the def2-TZVPD basis.

Summary:
**E**: -172705.5246 eV
**Multiplicity**: 3
**Frontier orbital gap (spin up / spin down)**: 6.9 / 7.0 eV
**Molecular weight**: 1097.78 g mol⁻¹

Element x y z (Å)
V  0.374  0.253  0.248
N  1.493  0.049  1.895
S  2.564  1.089  2.576
O  3.721  1.428  1.844
O  2.558  1.103  3.991
F  1.627  2.370  2.257
S  2.343  -1.337  2.516
O  1.902  -1.693  3.806
O  3.734  -1.367  2.228
F  1.776  -2.354  1.473
C  -0.437  1.789  -3.604
C  0.287  2.653  -4.484
C  1.771  3.031  -4.032
O  2.396  3.737  -4.793
C  2.258  2.535  -2.775
C  1.403  1.883  -1.936
C  0.068  1.379  -2.397
O  -0.552  0.530  -1.659
O  1.740  1.625  -0.717
O  -0.062  3.103  -5.554
H  -1.295  1.234  -3.974
H  3.293  2.659  -2.484
C  3.342  -4.876  -3.317
C  3.917  -3.918  -2.270
O  2.821  -3.131  -1.787
P  3.015  -1.579  -1.560
O  1.966  -0.938  -0.779
O  4.412  -1.483  -0.879
C  5.132  -0.230  -0.709
C  6.235  -0.139  -1.765
O  3.307  -1.030  -2.997
C  2.382  -0.913  -4.118
C  3.257  -0.917  -5.369
H  4.182  -5.328  -3.847
H  2.899  -5.711  -2.763
H  2.581  -4.417  -3.936
H  4.413  -4.437  -1.452
H  4.691  -3.330  -2.766
H  4.383  0.557  -0.823
H  5.534  -0.125  0.296
H  5.836  -0.590  -2.676
H  6.243  0.901  -2.113
H  7.209  -0.485  -1.446
H  1.679  -1.746  -4.059
H  1.866  0.028  -4.010
H  2.780  -0.281  -6.113
H  4.277  -0.678  -5.093
H  3.241  -1.916  -5.816
C  -0.211  1.466  5.662
C  -0.689  0.471  4.641
O  -1.626  1.131  3.765
P  -2.322  0.369  2.566
O  -1.382  -0.044  1.524
O  -3.387  1.388  2.054
C  -4.479  1.872  2.852
C  -5.602  0.876  3.083
O  -3.170  -0.791  3.196
C  -2.538  -2.040  3.612
C  -3.327  -2.798  4.627
H  0.167  1.017  6.584
H  0.468  2.262  5.364
H  -1.083  1.977  6.100
H  0.152  -0.054  4.191
H  -1.292  -0.250  5.202
H  -4.218  2.386  3.781
H  -4.854  2.702  2.250
H  -5.665  0.169  2.258
H  -5.553  0.409  4.062
H  -6.552  1.417  3.054
H  -2.566  -2.612  2.677
H  -1.476  -1.895  3.799
H  -3.051  -3.856  4.637
H  -3.223  -2.521  5.678
H  -4.383  -2.793  4.350
C  -4.350  -4.464  -0.539
C  -2.855  -4.645  -0.306
O  -2.277  -3.331  -0.104
P  -0.752  -3.082  -0.396
O  -0.385  -1.703  -0.175
O  0.017  -4.117  0.472
C  0.978  -5.080  0.007
C  0.312  -6.334  -0.543
O  -0.521  -3.539  -1.889
C  -1.326  -2.949  -2.933
C  -1.000  -3.682  -4.217
H  -4.976  -5.315  -0.288
H  -4.759  -3.502  -0.235
H  -4.468  -4.355  -1.629
H  -2.722  -5.148  0.652
H  -2.410  -5.105  -1.183
H  1.616  -4.642  -0.760
H  1.585  -5.313  0.879
H  -0.010  -6.059  -1.551
H  1.058  -7.112  -0.703
H  -0.529  -6.652  0.066
H  -2.386  -3.156  -2.741
H  -1.200  -1.867  -2.984
H  -1.290  -4.732  -4.201
H  -1.586  -3.263  -5.039
H  0.059  -3.564  -4.448
C  -1.678  4.824  4.279
C  -2.005  4.635  2.819
O  -0.912  3.947  2.212
P  -0.727  3.689  0.661
O  -0.569  2.270  0.383
O  -2.027  4.328  0.047
C  -2.232  4.378  -1.372
C  -3.196  5.493  -1.741
O  0.489  4.592  0.277
C  0.442  6.019  0.236
C  1.816  6.530  0.611
H  -2.616  5.114  4.766
H  -1.190  3.981  4.756
H  -1.047  5.697  4.469
H  -2.931  4.065  2.702
H  -2.223  5.597  2.348
H  -1.303  4.627  -1.894
H  -2.612  3.435  -1.761
H  -4.189  5.370  -1.307
H  -2.829  6.435  -1.317
H  -3.208  5.612  -2.821
H  -0.003  6.384  -0.691
H  -0.208  6.409  1.029
H  2.666  6.254  -0.008
H  1.826  7.622  0.645
H  1.944  6.162  1.629

Cartesian forces (eV/Å) of the 3 atoms listed first:
V -0.82 1.20 -4.22
N 3.78 -2.17 3.25
S -2.09 5.54 -1.46


Computed, not measured: a cluster of 3 separate species, C3H3F3N3 in total at a distorted geometry, with the ωB97M-V functional and the def2-TZVPD basis.

Summary:
**Total charge**: +1
**E**: -15770.0493 eV
**Multiplicity**: 1
**Relative energy (zero: lowest compared OMol25 entry of this formula, charge and spin)**: 87.3 kcal/mol
**Frontier orbital gap**: 11.6 eV
**Molecular weight**: 138.07 g mol⁻¹

Element x y z (Å)
C  -2.399  -1.027  0.075
C  -0.851  2.961  0.262
C  0.135  -1.246  -0.175
N  -0.977  1.848  0.161
N  -1.321  -1.360  -0.067
N  0.837  -2.215  -0.181
F  -3.512  -0.643  0.174
F  -0.752  4.157  0.189
F  3.068  -0.489  0.053
H  0.202  -0.228  -0.328
H  3.783  0.235  0.018
H  1.788  -1.994  -0.181

Cartesian forces (eV/Å) of the 3 atoms listed first:
C 3.49 -0.79 -0.49
C -0.12 -0.30 -0.37
C -1.73 0.74 -0.34


Computed, not measured: an isolated molecule of C19H22N2O2S, with the ωB97M-V functional and the def2-TZVPD basis.

Summary:
**E**: -37970.7773 eV
**Multiplicity**: 1
**Relative energy (zero: lowest compared OMol25 entry of this formula, charge and spin)**: 36.9 kcal/mol
**Frontier orbital gap**: 7.9 eV
**Molecular weight**: 342.46 g mol⁻¹

Element x y z (Å)
C  2.884  2.075  -1.955
C  2.809  1.808  -0.485
C  1.943  2.531  0.324
C  1.878  2.310  1.688
C  2.702  1.365  2.273
C  3.576  0.635  1.490
C  3.613  0.839  0.119
S  4.674  -0.166  -0.906
C  4.435  -1.806  -0.137
C  2.997  -2.041  0.319
O  2.763  -2.574  1.381
N  2.081  -1.614  -0.579
C  0.694  -1.496  -0.427
C  -0.001  -2.024  0.656
C  -1.365  -1.858  0.751
C  -2.095  -1.155  -0.216
C  -1.382  -0.638  -1.302
C  -0.017  -0.809  -1.404
H  0.507  -0.390  -2.253
H  -1.882  -0.084  -2.080
N  -3.477  -1.068  -0.106
C  -4.081  -0.732  1.169
H  -3.470  -1.087  1.995
C  -4.255  0.790  1.282
O  -5.031  1.303  0.222
C  -4.451  0.996  -1.028
C  -4.278  -0.520  -1.181
H  -3.844  -0.774  -2.147
H  -5.267  -0.989  -1.116
H  -5.131  1.394  -1.783
H  -3.474  1.496  -1.115
H  -4.783  1.055  2.200
H  -3.260  1.265  1.283
H  -5.064  -1.213  1.219
H  -1.877  -2.307  1.588
H  0.533  -2.567  1.417
H  2.448  -1.180  -1.418
H  5.109  -1.931  0.710
H  4.708  -2.525  -0.911
H  4.221  -0.097  1.951
H  2.670  1.192  3.337
H  1.188  2.878  2.294
H  1.307  3.277  -0.130
H  2.946  1.145  -2.519
H  3.783  2.647  -2.183
H  2.019  2.642  -2.289

Cartesian forces (eV/Å) of the 3 atoms listed first:
C -0.02 0.03 -0.01
C 0.00 -0.08 0.03
C 0.00 0.02 0.03


Computed, not measured: a cluster of 14 separate species, C5H39N2O14 in total at a distorted geometry, with the ωB97M-V functional and the def2-TZVPD basis.

Summary:
**Total charge**: +1
**E**: -37452.5718 eV
**Multiplicity**: 1
**Relative energy (zero: lowest compared OMol25 entry of this formula, charge and spin)**: 193.3 kcal/mol
**Frontier orbital gap**: 9.3 eV
**Molecular weight**: 351.37 g mol⁻¹

Element x y z (Å)
C  -0.404  -2.590  -2.120
O  -1.611  -2.087  -2.544
C  -0.364  -2.256  -0.553
C  -0.307  -0.623  -0.421
C  -1.645  -0.126  0.164
C  -1.940  -0.311  1.463
N  -0.192  2.389  3.468
N  0.918  -2.960  0.053
H  0.526  -2.280  -2.657
H  -0.625  -3.681  -2.435
H  -1.490  -1.025  -2.638
H  -1.161  -2.589  0.123
H  -0.133  -0.048  -1.282
H  0.577  -0.210  0.169
H  -2.083  0.767  -0.481
H  -1.390  -0.948  2.254
H  -0.895  2.550  2.732
H  -0.645  2.271  4.398
H  0.565  3.067  3.658
H  0.646  -4.053  0.202
H  1.721  -2.931  -0.692
H  2.015  2.720  -0.105
H  2.387  1.300  0.131
O  2.578  1.962  -0.380
H  3.537  -1.949  2.285
H  2.765  -3.063  2.802
O  2.903  -2.690  1.941
H  1.846  2.404  -3.441
H  2.400  1.656  -2.281
O  1.635  1.698  -2.835
H  -3.645  3.358  1.183
H  -3.852  2.916  -0.281
O  -3.585  2.721  0.673
H  3.388  -1.861  -1.238
H  2.569  -1.864  -2.460
O  2.724  -2.435  -1.725
H  -2.599  -3.893  1.412
H  -3.572  0.683  1.592
O  -3.009  0.159  2.131
H  -0.210  2.528  0.215
H  0.366  3.998  0.329
O  0.538  3.166  0.452
H  1.876  0.101  -3.524
H  2.066  -0.994  -4.565
O  2.339  -0.700  -3.712
H  2.907  0.127  3.552
H  3.966  0.550  2.482
O  3.714  -0.195  3.023
H  -4.387  0.660  -2.343
H  -4.068  1.076  -0.825
O  -4.191  1.447  -1.806
H  0.594  -0.020  2.788
H  1.160  0.321  1.409
O  1.203  -0.306  2.203
H  -2.289  3.379  -1.858
H  -0.641  3.461  -2.019
O  -1.412  3.288  -1.507
H  -3.057  -2.578  1.002
H  1.285  -2.440  0.996
O  -2.313  -3.018  1.443

Cartesian forces (eV/Å) of the 3 atoms listed first:
C -0.44 -2.55 1.32
O -0.51 5.51 -1.56
C 2.95 0.93 -0.83